10
Properties=species:S:1:pos:R:3 method="wB97M-V/def2-TZVPD" smiles="C=C(F)C(=C)Cl" homo_lumo_gap_ev=10.1638 fmax_ev_per_a=3.02 e_tot_ha=-714.8154 multiplicity=1 total_charge=0 homo_ha=-0.3539 lumo_ev=0.5
C -0.781 0.419 0.157
C -1.474 -0.370 -0.667
C 0.588 0.215 0.707
C 1.602 -0.106 -0.161
H -2.430 -0.121 -1.114
H -1.032 -1.441 -0.800
H 1.410 -0.312 -1.239
H 2.632 -0.371 0.217
F -1.335 1.599 0.494
Cl 0.820 0.488 2.405